[1]
DFT (the ωB97M-V functional and the def2-TZVPD basis) results for a structure of composition C10H18F12O15S7Zn.

Geometry as ORCA input:
```
! wB97M-V def2-TZVPD RIJCOSX def2/J DEFGRID3
* xyz -2 1
H -0.03677 2.42887 -4.17221
C 2.38883 1.54147 4.34217
S -1.33229 -2.20648 2.48040
H 1.14012 -1.86853 -3.67022
O 1.13785 0.35785 2.06069
H 4.98936 1.77734 0.19942
C 3.26964 3.49610 -0.56241
O 1.47203 1.38701 -0.35951
O -0.35730 -2.99329 3.25599
H -3.34887 2.92005 -1.46634
H 2.49281 4.25757 -0.49314
O -2.83877 2.84894 0.86173
F -5.07269 1.11243 1.49048
F 2.75552 -5.07263 -0.62140
F 0.85590 -5.04355 0.63897
H -2.43344 -0.20520 -2.75557
S 2.60616 2.11893 0.42667
H 0.07582 -0.55956 -4.31363
C -2.55208 -3.46132 1.82984
O -1.93004 -1.25140 3.35725
F 2.17594 2.76443 3.85316
H 4.21970 0.36409 1.02797
O -1.39575 0.93326 0.82375
S -0.83329 -2.05781 -2.46895
F -2.05644 -4.62772 1.91462
O -2.43440 1.57932 2.98684
H 4.13433 3.90970 -0.04344
Zn 0.28478 -0.10193 0.19463
F 1.23139 -3.81197 -1.26967
C -2.68425 2.76139 -2.31558
O 1.59091 -1.02392 3.90210
O -0.14016 0.65230 4.07389
F 3.60058 1.15830 3.99039
H -0.11575 -2.30025 -4.69785
S -0.91434 2.74714 -1.81717
C -2.47693 -1.28319 -2.91099
H -3.35687 -1.76362 -2.48323
H 0.94216 3.51606 -3.26116
O 3.88384 -2.82974 0.47053
O 2.16523 -3.07444 2.22599
C -0.08964 3.19107 -3.39482
O 1.84446 -1.52665 0.30260
C -4.01614 0.43396 1.08400
F 2.16550 1.36361 5.63294
F -4.07919 -0.67099 1.78009
H -2.81172 3.62458 -2.96886
C 4.13756 1.09774 0.22603
O -0.32939 -1.31987 -1.21458
C 1.71721 -4.31889 -0.15200
O -0.73804 -1.54407 1.37539
H 3.28631 3.25635 -1.62559
H -2.67743 -1.55319 -3.94781
S 2.49869 -2.79457 0.80730
H 3.94380 0.65577 -0.75133
F -3.61942 -3.56227 2.64346
S 1.15242 0.29561 3.49248
F -2.92703 -3.14788 0.57500
H -0.46457 4.18180 -3.65171
F -4.03197 0.16107 -0.17643
C 0.12045 -1.57479 -3.91938
S -2.48369 1.55449 1.49343
H -3.00757 1.85915 -2.83473
O -0.69308 1.24196 -1.50046
*
```

Calculated values
- energy above the lowest of the compared OMol25 structures with the same formula, charge and spin (kcal/mol) = 26.9
- Kohn-Sham gap (Ha) = 0.19607

[2]
DFT (the ωB97M-V functional and the def2-TZVPD basis) results for a cluster of 2 separate species, C10H18FIN3O3S in total.

Geometry as ORCA input:
```
! wB97M-V def2-TZVPD RIJCOSX def2/J DEFGRID3
* xyz 1 1
H 2.45673 2.60182 -4.16540
C -0.51372 -2.37719 1.36182
H -3.86459 -2.75922 6.54300
H 3.46723 4.96083 -1.91502
C 0.48023 -0.33834 -2.02364
C 1.37843 2.73974 -4.22861
H 2.27124 0.80908 -2.47328
H -2.09300 -2.55849 6.56604
N 1.02670 3.95649 -3.51035
N 3.07676 4.12852 -2.34486
H -0.42637 1.76763 -3.58568
C 1.19022 0.95152 -2.42812
I 2.98264 -1.55609 -0.22876
O -1.78170 -5.87694 4.59329
C -2.93450 -3.02329 6.04976
H -1.46752 -2.61503 1.81528
H 1.00102 1.69144 -1.64290
C 0.62395 1.50229 -3.73292
H 3.38538 3.35982 -1.75803
C -2.16484 -4.79904 4.87940
H 1.15187 2.88307 -5.28478
C -0.41509 -1.89513 0.12029
H -3.87307 -2.73663 4.07380
C 1.63868 4.21996 -2.29222
N 0.92675 4.53469 -1.28715
H 0.02664 4.04802 -3.37046
H 0.65375 0.75035 -4.52565
C -2.90249 -2.69161 4.57133
H 0.83501 -1.20679 -2.57666
H -0.99696 -2.28182 -0.70956
S 0.75750 -0.64700 -0.25873
H -0.59897 -0.22560 -2.14134
O -2.06107 -3.70019 4.05398
H 1.50996 4.78220 -0.49285
F -2.33846 -1.48183 4.30944
O -2.76420 -4.44225 6.03300
H 0.35587 -2.47502 2.00657
*
```

Calculated values
- Kohn-Sham gap (Ha) = 0.21896